Run i
Entry from the Open Molecules 2025 dataset: a 2-piece molecular cluster, C2H3N2OP overall (the ωB97M-V functional and the def2-TZVPD basis).

Values from the calculation:
HOMO (alpha / beta) (eV): -10.404 / -8.832
Molecular weight (u): 102.03

Bonds (Å) are listed after each position.
Positions of all 9 atoms, in Å:
1 C 1.7302 0.9965 0.7826  N3 1.295, O5 1.358, H7 1.052
2 C -0.2806 0.9856 0.1522  N4 1.322, O5 1.369, P6 1.789
3 N 1.6929 1.5197 -0.4014  C1 1.295, N4 1.311
4 N 0.4583 1.4570 -0.8378  C2 1.322, N3 1.311
5 O 0.5030 0.5957 1.2044  C1 1.358, C2 1.369
6 P -2.0096 0.5279 0.1674  C2 1.789, H9 1.316
7 H 2.6062 0.9476 1.3635  C1 1.052
8 H -3.3140 -2.6445 0.3560  no bonds
9 H -1.8674 0.4518 -1.1386  P6 1.316

Run ii
Entry from the Open Molecules 2025 dataset: the molecule C2H3N2OP (the ωB97M-V functional and the def2-TZVPD basis).

Values from the calculation:
HOMO (eV): -9.974
Molecular weight (u): 102.03
Structure (SMILES): N#CC/P=N/O

Bonds (Å) are listed after each position.
Positions of all 9 atoms, in Å:
1 N 1.3346 -0.1322 2.0828  C2 1.168
2 C 1.1375 0.3598 1.0424  N1 1.168, C3 1.409
3 C 1.1058 0.8555 -0.2766  C2 1.409, P4 1.917, H7 0.996, H8 1.084
4 P -0.6970 0.6280 -0.8869  C3 1.917, N5 1.563
5 N -1.0717 -0.7642 -0.2835  P4 1.563, O6 1.409
6 O -2.3919 -1.1680 -0.5627  N5 1.409, H9 0.908
7 H 1.6539 0.2679 -0.8649  C3 0.996
8 H 1.3183 1.9095 -0.1378  C3 1.084
9 H -2.3894 -1.9563 -0.1127  O6 0.908

Which of them is most stable, and which least? Most stable: run ii; least stable: run i.

Run i
Entry from the Open Molecules 2025 dataset: a 2-piece molecular cluster, CH3O3 overall (the ωB97M-V functional and the def2-TZVPD basis).

Values from the calculation:
HOMO (eV): -3.822
Charge: -1
Molecular weight (u): 63.03

Bonds (Å) are listed after each position.
Positions of all 7 atoms, in Å:
1 O -1.1791 -2.2854 -1.1990  H2 0.984, H3 0.984
2 H -0.5225 -1.6644 -0.8098  O1 0.984
3 H -1.7251 -1.7263 -1.7970  O1 0.984
4 O 1.2899 0.2941 0.4723  C6 1.279
5 O 0.3930 2.3197 0.2906  C6 1.253
6 C 0.8560 1.3834 0.9831  O4 1.279, O5 1.253, H7 1.117
7 H 0.8878 1.6789 2.0599  C6 1.117

Run ii
Entry from the Open Molecules 2025 dataset: a 2-piece molecular cluster, CH3O3 overall (the ωB97M-V functional and the def2-TZVPD basis).

Values from the calculation:
HOMO (eV): -4.242
Charge: -1
Molecular weight (u): 63.03

Bonds (Å) are listed after each position.
Positions of all 7 atoms, in Å:
1 O -0.3664 -0.1080 -1.5633  C2 1.246
2 C -0.4212 0.9124 -0.8500  O1 1.246, O3 1.252, H4 1.111
3 O -0.0032 1.0704 0.3192  C2 1.252
4 H -0.9351 1.7440 -1.3776  C2 1.111
5 H 0.1423 -0.5532 1.0475  O7 0.987
6 H 1.2035 -1.6374 0.9867  O7 0.962
7 O 0.3802 -1.4281 1.4375  H5 0.987, H6 0.962

Which of them is most stable, and which least? Most stable: run ii; least stable: run i.

Run i
Entry from the Open Molecules 2025 dataset: a 2-piece molecular cluster, C4H13N2S2 overall (the ωB97M-V functional and the def2-TZVPD basis).

Values from the calculation:
HOMO (eV): -11.803
Charge: +1
Molecular weight (u): 153.30

Bonds (Å) are listed after each position.
Positions of all 21 atoms, in Å:
1 C -0.7969 0.4097 1.9758  C4 1.521, H9 1.089, H10 1.086, H11 1.089
2 C 0.4797 -0.8887 -2.0591  S7 1.785, H12 1.080, H13 1.079
3 C -0.2317 -0.9859 -0.0248  C4 1.516, N5 1.374, H14 1.085
4 C -0.1836 0.4017 0.5839  C1 1.521, C3 1.516, N6 1.500, S8 1.856
5 N 0.5102 -1.9206 0.6563  C3 1.374, H15 1.008, H16 1.011
6 N -0.9359 1.3397 -0.3135  C4 1.500, H17 1.024, H18 1.110, H19 1.025
7 S 0.6481 0.7513 -2.7442  C2 1.785, H20 1.337
8 S 1.5663 1.0190 0.6345  C4 1.856, H21 1.328
9 H -0.8499 1.4193 2.3801  C1 1.089
10 H -0.2023 -0.2031 2.6466  C1 1.086
11 H -1.8019 -0.0099 1.9558  C1 1.089
12 H -0.2950 -1.4171 -2.5943  C2 1.080
13 H 1.4185 -1.4189 -2.0246  C2 1.079
14 H -1.2401 -1.3217 -0.2430  C3 1.085
15 H 0.4187 -2.8737 0.3420  N5 1.008
16 H 1.4644 -1.6594 0.8650  N5 1.011
17 H -1.8994 1.0281 -0.4623  N6 1.024
18 H -0.4091 1.3318 -1.2900  N6 1.110
19 H -0.9407 2.2914 0.0664  N6 1.025
20 H 1.8060 1.0709 -2.1579  S7 1.337
21 H 1.4748 1.6361 1.8074  S8 1.328

Run ii
Entry from the Open Molecules 2025 dataset: a 2-piece molecular cluster, C4H13N2S2 overall (the ωB97M-V functional and the def2-TZVPD basis).

Values from the calculation:
HOMO (eV): -13.293
Charge: +1
Molecular weight (u): 153.30

Bonds (Å) are listed after each position.
Positions of all 21 atoms, in Å:
1 C -1.9919 -0.3164 1.3780  N5 1.467, H9 1.109, H10 1.041, H11 1.094
2 C 1.6212 -0.2504 1.3755  N6 1.442, H12 1.113, H13 1.042, H14 1.143
3 C 0.6551 1.0511 -1.0752  C4 1.469, S7 1.847, H15 1.126, H16 1.067
4 C 0.5600 -0.3985 -0.8567  C3 1.469, N6 1.346, S8 1.623
5 N -2.1143 -0.1147 -0.0701  C1 1.467, H17 1.075, H19 0.994
6 N 1.3135 -0.9146 0.1327  C2 1.442, C4 1.346, H18 0.974
7 S 2.2419 1.3128 -1.9831  C3 1.847, H20 1.434
8 S 0.0628 -1.4445 -1.9936  C4 1.623, H21 1.448
9 H -1.0269 -0.8022 1.6266  C1 1.109
10 H -2.1973 0.5956 1.8363  C1 1.041
11 H -2.7028 -1.0077 1.8402  C1 1.094
12 H 0.7281 -0.1585 2.0337  C2 1.113
13 H 2.3820 -0.6897 1.9361  C2 1.042
14 H 2.1252 0.6894 0.9634  C2 1.143
15 H -0.2758 1.1984 -1.6912  C3 1.126
16 H 0.5665 1.6911 -0.2256  C3 1.067
17 H -2.3706 -1.1118 -0.3801  N5 1.075
18 H 1.4481 -1.8796 0.1250  N6 0.974
19 H -2.9829 0.3493 -0.2058  N5 0.994
20 H 2.1981 2.7183 -1.7021  S7 1.434
21 H -0.2397 -0.5176 -3.0640  S8 1.448

Which of them is most stable, and which least? Most stable: run i; least stable: run ii.